[1]
{"formula": "C22H36O3P2Pb", "method": "ωB97M-V/def2-TZVPD", "elements": ["P", "P", "C", "C", "H", "H", "H", "H", "C", "H", "H", "H", "C", "H", "H", "H", "C", "H", "H", "H", "C", "H", "H", "H", "Pb", "C", "C", "C", "C", "C", "C", "C", "C", "C", "H", "H", "H", "H", "H", "H", "H", "H", "H", "H", "H", "H", "H", "H", "H", "O", "C", "C", "C", "C", "C", "C", "C", "O", "O", "H", "H", "H", "H", "H"], "xyz": [[0.499, 4.114, -0.289], [-2.573, 2.046, -1.406], [-0.847, 4.350, -1.482], [-2.212, 3.812, -1.024], [-0.566, 3.946, -2.469], [-0.947, 5.438, -1.594], [-2.398, 3.968, 0.058], [-3.012, 4.389, -1.529], [-3.154, 2.242, -3.131], [-3.326, 1.279, -3.628], [-2.402, 2.804, -3.705], [-4.085, 2.818, -3.147], [-4.209, 1.793, -0.581], [-4.929, 2.494, -1.025], [-4.176, 1.998, 0.495], [-4.599, 0.776, -0.730], [2.077, 4.443, -1.023], [2.880, 4.098, -0.358], [2.166, 5.534, -1.141], [2.173, 3.978, -2.008], [0.227, 5.353, 0.998], [-0.765, 5.251, 1.458], [0.318, 6.352, 0.553], [1.001, 5.226, 1.773], [2.248, -1.800, 0.433], [-1.883, 0.391, -1.350], [-0.881, 1.200, -2.074], [0.556, 1.334, -1.652], [0.950, 1.445, -0.151], [0.265, 2.626, 0.635], [-1.163, 2.357, 0.913], [-1.605, 0.978, 1.197], [-1.663, -0.125, 0.066], [3.052, -1.860, 2.465], [-2.421, -0.303, -1.997], [-0.927, 1.158, -3.171], [0.999, 2.175, -2.221], [1.111, 0.454, -2.037], [0.747, 0.508, 0.394], [2.050, 1.559, -0.112], [0.874, 2.812, 1.547], [-1.642, 3.113, 1.566], [-2.647, 1.059, 1.547], [-0.981, 0.592, 2.035], [-0.774, -0.775, 0.061], [-2.512, -0.782, 0.333], [2.390, -2.327, 3.208], [3.195, -0.788, 2.696], [4.030, -2.362, 2.405], [-0.047, -6.024, 2.212], [1.028, -6.683, 1.737], [1.100, -8.080, 1.895], [2.205, -8.766, 1.401], [3.255, -8.107, 0.742], [3.188, -6.723, 0.576], [2.094, -6.008, 1.060], [2.001, -4.560, 0.815], [2.959, -3.991, 0.165], [1.013, -3.880, 1.277], [0.101, -5.059, 1.967], [0.263, -8.593, 2.398], [2.250, -9.846, 1.531], [4.112, -8.649, 0.353], [3.971, -6.172, 0.067]], "lowdin_charge": [0.920, 0.881, -0.260, -0.280, 0.103, 0.118, 0.084, 0.126, -0.154, 0.086, 0.070, 0.073, -0.128, 0.072, 0.061, 0.087, -0.137, 0.092, 0.092, 0.073, -0.143, 0.074, 0.081, 0.088, 1.358, -0.308, -0.198, -0.160, -0.213, -0.383, -0.154, -0.170, -0.132, -0.337, 0.158, 0.137, 0.096, 0.131, 0.003, 0.117, 0.158, 0.126, 0.110, 0.156, 0.085, 0.139, 0.012, -0.029, 0.010, 0.060, -0.246, -0.001, -0.060, -0.069, -0.018, -0.087, -0.575, -0.194, -0.144, 0.077, 0.130, 0.112, 0.106, 0.117], "charge": 2, "gap_ev": [3.73, 3.21], "e_homo_ev": [-11.444, -11.443], "lumo_energy_ev": [-7.716, -8.231], "multiplicity": 1, "fmax_ev_per_a": 4.37}

---

[2]
{"formula": "C22H37BeBr2F6N6O13PS3", "method": "ωB97M-V/def2-TZVPD", "elements": ["C", "C", "Br", "C", "N", "C", "C", "C", "C", "O", "C", "C", "F", "F", "F", "N", "C", "O", "F", "C", "O", "F", "C", "N", "C", "S", "C", "C", "O", "O", "C", "C", "C", "O", "C", "O", "C", "S", "P", "O", "O", "S", "H", "H", "H", "H", "H", "H", "H", "H", "H", "H", "H", "H", "H", "H", "H", "H", "H", "H", "H", "H", "H", "H", "H", "H", "H", "H", "H", "H", "H", "C", "N", "O", "O", "H", "H", "H", "C", "O", "N", "N", "H", "H", "H", "H", "F", "Be", "O", "H", "Br"], "xyz": [[-4.633, -2.667, -1.184], [-3.690, -2.375, 0.158], [-4.700, -2.987, 1.801], [-3.229, -0.775, 0.246], [-2.036, -0.591, -0.665], [-2.379, 0.039, -1.869], [-1.076, 0.203, -2.904], [-1.795, -0.224, -4.342], [-0.846, 0.015, -5.657], [0.355, -0.832, -5.725], [0.324, -1.759, -6.868], [1.591, -2.830, -6.655], [0.993, -4.143, -6.271], [2.368, -2.323, -5.495], [2.370, -2.879, -7.928], [-0.667, 1.645, -2.701], [-1.453, 2.613, -3.555], [-2.756, 2.887, -3.468], [-0.685, 3.366, -4.607], [0.803, 1.885, -2.976], [1.483, 2.672, -2.096], [1.576, 1.392, -4.140], [-0.156, -0.968, -2.142], [-0.238, -2.377, -2.686], [-0.572, -0.945, -0.526], [0.373, 0.511, 0.272], [-0.190, 0.782, 2.037], [-0.060, 2.362, 2.511], [-1.160, 3.130, 2.338], [1.229, 2.864, 3.040], [1.517, 4.170, 2.407], [2.930, 4.852, 2.951], [2.974, 6.483, 2.672], [4.034, 4.120, 2.306], [5.245, 4.962, 2.170], [5.585, 5.443, 0.965], [6.254, 5.368, 3.425], [6.687, 3.757, 4.330], [-0.022, -2.389, 0.593], [-0.258, -3.980, -0.071], [-0.737, -2.391, 2.191], [1.928, -2.155, 0.862], [-5.442, -1.836, -1.365], [-3.975, -2.910, -2.136], [-5.231, -3.671, -0.955], [-2.773, -3.110, 0.058], [-3.062, -0.451, 1.358], [-4.125, -0.132, -0.167], [-3.437, 0.440, -2.211], [-2.809, 0.374, -4.537], [-2.127, -1.369, -4.304], [-0.504, 1.122, -5.831], [-1.508, -0.272, -6.605], [-0.644, -2.411, -6.953], [0.471, -1.119, -7.851], [1.004, -0.772, -2.069], [-0.190, -2.420, -3.727], [0.660, -2.852, -2.368], [0.544, 0.173, 2.753], [-1.268, 0.380, 2.275], [1.665, 3.982, 1.259], [0.673, 4.967, 2.623], [3.069, 4.714, 4.122], [3.180, 6.741, 1.531], [3.784, 7.030, 3.357], [1.937, 7.015, 2.928], [5.762, 6.136, 4.160], [7.284, 5.806, 3.041], [7.938, 3.924, 4.982], [0.573, -4.231, -0.611], [-1.694, -2.093, 2.175], [-4.406, -7.630, -1.450], [-4.010, -6.197, -1.405], [-3.582, -5.761, -0.330], [-4.140, -5.549, -2.450], [-4.239, -8.074, -0.466], [-5.464, -7.672, -1.717], [-3.786, -8.120, -2.204], [2.010, 2.075, 7.206], [2.042, 2.176, 8.422], [1.139, 2.759, 6.442], [2.842, 1.270, 6.521], [1.097, 2.688, 5.439], [0.495, 3.376, 6.918], [3.513, 0.737, 7.058], [2.830, 1.173, 5.520], [3.327, -0.547, 8.173], [0.421, 5.257, 0.829], [-5.544, -9.392, -0.046], [-5.417, -9.419, 0.885], [3.835, -2.234, 8.979]], "lowdin_charge": [-0.152, -0.660, 0.655, -0.155, -0.066, 0.132, -0.228, -0.068, -0.169, -0.222, -0.066, -0.184, 0.006, 0.017, 0.018, 0.094, -0.163, 0.066, 0.015, -0.187, 0.031, 0.040, -0.237, 0.056, -0.595, 0.845, -0.342, -0.265, -0.045, -0.094, -0.247, -0.256, -0.082, -0.092, -0.315, 0.008, -0.428, 0.617, 0.403, -0.278, -0.234, 0.298, 0.088, 0.086, 0.081, 0.078, 0.117, 0.146, 0.185, 0.145, 0.152, 0.136, 0.147, 0.152, 0.162, 0.153, 0.076, 0.100, 0.109, 0.093, 0.048, 0.042, 0.174, 0.103, 0.096, 0.096, 0.084, 0.108, -0.114, 0.090, 0.045, -0.010, -0.413, 0.021, -0.003, 0.052, 0.097, 0.102, -0.720, 0.027, 0.154, 0.150, 0.063, 0.112, 0.065, 0.098, -0.619, 0.376, -0.501, -0.167, 0.668], "gap_ev": 1.48, "e_homo_ev": -5.042, "lumo_energy_ev": -3.563, "multiplicity": 1, "fmax_ev_per_a": 10.42}

---

[3]
{"formula": "C22H37ClNO2P3Re", "method": "ωB97M-V/def2-TZVPD", "elements": ["P", "C", "H", "H", "H", "C", "H", "H", "H", "C", "H", "H", "H", "P", "C", "H", "H", "H", "C", "H", "H", "H", "C", "H", "H", "H", "P", "C", "H", "H", "H", "C", "H", "H", "H", "C", "H", "H", "H", "Re", "C", "O", "C", "O", "C", "C", "C", "C", "C", "C", "H", "H", "H", "H", "H", "H", "Cl", "C", "C", "C", "C", "N", "C", "H", "H", "H", "H"], "xyz": [[-3.654, -1.087, -1.455], [-4.850, -1.158, -0.055], [-5.872, -1.380, -0.394], [-4.833, -0.184, 0.453], [-4.513, -1.928, 0.652], [-4.746, -0.552, -2.837], [-4.148, -0.566, -3.760], [-5.060, 0.484, -2.642], [-5.625, -1.200, -2.948], [-3.518, -2.894, -1.796], [-4.429, -3.288, -2.270], [-3.329, -3.418, -0.849], [-2.658, -3.054, -2.460], [2.595, -2.410, 1.067], [2.020, -2.453, 2.787], [2.748, -3.009, 3.396], [1.037, -2.938, 2.844], [1.941, -1.419, 3.147], [2.659, -4.165, 0.546], [3.128, -4.239, -0.444], [1.635, -4.560, 0.488], [3.239, -4.743, 1.280], [4.357, -1.982, 1.281], [4.857, -2.800, 1.820], [4.424, -1.053, 1.861], [4.822, -1.838, 0.297], [1.672, 3.169, 0.620], [1.202, 3.851, 2.195], [1.502, 4.909, 2.207], [1.708, 3.316, 3.010], [0.114, 3.781, 2.334], [3.368, 3.498, 0.177], [3.525, 4.585, 0.232], [3.574, 3.150, -0.845], [4.051, 2.995, 0.877], [0.577, 3.684, -0.690], [1.039, 4.544, -1.197], [-0.389, 3.999, -0.272], [0.411, 2.871, -1.410], [1.331, -0.893, -1.025], [-0.109, -1.465, 0.255], [-0.942, -1.803, 0.990], [1.562, 1.208, 0.692], [1.577, 0.725, 1.800], [2.965, -0.358, -2.251], [1.906, 0.559, -2.399], [0.598, 0.092, -2.662], [0.360, -1.299, -2.778], [1.414, -2.219, -2.577], [2.719, -1.745, -2.312], [3.946, 0.001, -1.970], [2.080, 1.617, -2.266], [-0.226, 0.789, -2.749], [-0.647, -1.655, -2.963], [1.213, -3.285, -2.587], [3.516, -2.447, -2.096], [-2.594, 1.728, 4.706], [-2.509, 1.817, 3.000], [-3.345, 2.671, 2.271], [-3.210, 2.692, 0.886], [-2.245, 1.858, 0.301], [-1.420, 1.096, 1.005], [-1.560, 1.021, 2.328], [-4.069, 3.283, 2.802], [-3.816, 3.329, 0.244], [-2.148, 1.813, -0.788], [-0.927, 0.351, 2.896]], "lowdin_charge": [1.027, -0.202, 0.095, 0.047, 0.065, -0.212, 0.063, 0.066, 0.093, -0.215, 0.095, 0.062, 0.040, 0.819, -0.219, 0.091, 0.063, 0.044, -0.216, 0.052, 0.063, 0.084, -0.221, 0.084, 0.059, 0.051, 0.909, -0.131, 0.107, 0.093, 0.078, -0.145, 0.105, 0.077, 0.093, -0.153, 0.100, 0.074, 0.046, 1.244, -0.225, 0.134, -0.190, 0.036, -0.141, -0.196, -0.195, -0.175, -0.175, -0.172, 0.154, 0.121, 0.139, 0.131, 0.162, 0.148, 0.795, -0.641, -0.039, -0.029, -0.213, 0.013, -0.176, 0.136, 0.128, 0.091, 0.103], "charge": 4, "gap_ev": [6.60, 4.70], "e_homo_ev": [-19.344, -19.336], "s2": 3.767, "lumo_energy_ev": [-12.747, -14.640], "multiplicity": 4, "fmax_ev_per_a": 9.89}

---

no.,total energy (eV)
1,-53346.931
2,-257529.719
3,-71474.107